No. 1
Here is a cluster of 8 separate species, C20H44Br2ClF3N17O9 in total from the Open Molecules 2025 dataset. Energies are from ωB97M-V/def2-TZVPD.

Charge = +1
Multiplicity = 1
Frontier orbital gap = 6.95 eV
Molar mass = 918.94 g/mol
HOMO energy = -10.93 eV

XYZ file:
```
96
Properties=species:S:1:pos:R:3:mulliken_charge:R:1
C -4.107 -5.152 0.143 -0.8970
C -3.401 -3.825 -0.533 0.0886
O -2.079 -3.486 0.069 -0.3502
C -1.970 -2.026 0.275 0.0577
C -1.743 -1.190 1.700 -0.2210
C -1.591 -1.910 3.163 -0.4520
C -2.008 -0.982 4.447 -0.5227
C -3.613 -0.912 4.770 0.4098
F -3.725 -0.617 6.247 -0.3140
Br -4.569 0.617 3.857 -0.0664
C -4.435 -2.310 4.530 0.3785
F -3.714 -3.531 5.043 -0.2359
F -5.701 -2.234 5.341 -0.2534
Br -5.055 -2.535 2.611 -0.0109
N -1.687 0.253 1.251 0.0980
C -1.854 0.303 -0.282 -0.1423
C -1.781 1.768 -1.016 -0.5649
C -2.968 2.060 -2.108 0.0929
C -4.351 1.211 -1.880 -0.8651
Cl -2.357 1.757 -3.863 -0.1928
N -2.029 -1.078 -0.937 0.8861
O -2.180 -1.390 -2.253 -0.1557
C -0.968 -2.139 -2.668 0.5615
N 0.054 -2.921 -2.815 -0.5198
H -5.171 -4.821 0.507 0.2077
H -4.254 -6.044 -0.602 0.3181
H -3.429 -5.489 1.063 0.2450
H -4.101 -2.890 -0.291 0.1226
H -3.366 -3.916 -1.707 0.2267
H -2.127 -2.948 3.099 0.2475
H -0.429 -2.153 3.293 0.4203
H -1.405 -1.336 5.415 0.2058
H -1.652 0.134 4.236 0.3451
H -1.550 1.090 1.894 0.3638
H -0.755 1.782 -1.626 0.0808
H -1.688 2.642 -0.231 0.2602
H -3.189 3.231 -2.050 0.3399
H -4.645 1.065 -0.756 0.2007
H -5.221 1.826 -2.418 0.3627
H -4.247 0.197 -2.474 0.2025
C 2.283 0.813 -1.610 0.7611
O 1.921 0.843 -0.444 -0.6681
N 1.951 -0.186 -2.448 -0.1166
N 3.047 1.774 -2.160 -0.4176
H 2.240 -0.229 -3.411 0.2200
H 1.377 -0.930 -2.074 -0.1543
H 3.319 2.544 -1.563 0.2333
H 3.355 1.766 -3.117 0.1223
C 3.711 -3.520 -0.620 0.6400
O 4.797 -4.077 -0.608 -0.7505
N 3.488 -2.348 0.002 -0.2292
N 2.639 -4.027 -1.255 -0.2115
H 2.600 -1.874 0.004 0.0383
H 4.268 -1.931 0.493 0.1951
H 2.764 -4.909 -1.736 0.1945
H 1.737 -3.583 -1.276 0.1044
C 1.016 -2.545 6.633 0.7166
O 0.532 -1.576 6.069 -0.6757
N 0.537 -3.792 6.477 -0.3215
N 2.073 -2.451 7.460 -0.4581
H 0.923 -4.602 6.932 0.1813
H -0.258 -3.906 5.862 0.1800
H 2.464 -1.530 7.605 0.2224
H 2.486 -3.237 7.933 0.1526
C 4.931 -0.103 -5.771 0.7155
O 3.774 0.066 -6.124 -0.6504
N 5.257 -0.693 -4.607 -0.2963
N 5.982 0.285 -6.515 -0.4003
H 6.204 -0.841 -4.299 0.1633
H 4.495 -1.000 -4.017 0.0961
H 5.780 0.733 -7.399 0.2315
H 6.941 0.154 -6.241 0.1659
C -1.751 6.305 -2.208 0.6349
O -1.422 5.136 -2.333 -0.6603
N -1.057 7.180 -1.458 -0.3512
N -2.837 6.823 -2.810 -0.3404
H -1.312 8.147 -1.344 0.1531
H -0.232 6.831 -0.988 0.2034
H -3.388 6.198 -3.384 0.2122
H -3.124 7.783 -2.719 0.1653
C -1.340 10.976 -2.720 0.6956
O -1.359 10.747 -1.521 -0.6668
N -2.460 11.170 -3.441 -0.4039
N -0.199 11.055 -3.428 -0.3961
H -2.465 11.360 -4.429 0.1686
H -3.341 11.119 -2.946 0.2248
H 0.666 10.915 -2.924 0.2209
H -0.164 11.242 -4.416 0.1655
C 4.786 -6.201 2.656 0.5894
O 3.630 -6.032 2.304 -0.6497
N 5.113 -6.791 3.820 -0.3928
N 5.838 -5.813 1.912 -0.3139
H 6.059 -6.939 4.128 0.1592
H 4.351 -7.098 4.411 0.2199
H 5.636 -5.364 1.028 0.2557
H 6.797 -5.944 2.186 0.1639
```



No. 2
Here is the molecule C5H8OS from the Open Molecules 2025 dataset. Energies are from ωB97M-V/def2-TZVPD.

SMILES = CC/C=C\C(=O)S
Relative energy (zero: lowest compared OMol25 entry of this formula, charge and spin) = 371.9 kJ/mol
Charge = 0
Multiplicity = 1
Frontier orbital gap = 9.60 eV
Molar mass = 116.18 g/mol
HOMO energy = -9.27 eV

XYZ file:
```
15
Properties=species:S:1:pos:R:3:nbo_charge:R:1
C 0.222 0.690 -1.854 -0.6364
C 0.590 0.517 -0.423 -0.5395
C 0.634 -0.956 0.282 -0.1040
C -0.077 -1.392 1.251 -0.3493
C -0.820 -0.364 2.133 0.5150
O -1.037 -0.505 3.313 -0.5178
S -1.846 0.956 1.038 -0.2113
H 0.927 0.254 -2.773 0.2336
H 0.286 1.764 -2.090 0.2321
H -0.810 0.330 -2.096 0.2205
H 0.036 1.196 0.257 0.2528
H 1.607 0.717 -0.349 0.2379
H 1.356 -1.628 -0.312 0.2162
H 0.002 -2.367 1.901 0.2527
H -1.069 0.787 -0.277 0.1975
```



No. 3
Here is a cluster of 2 separate species, C26H48ClFN4O3P in total from the Open Molecules 2025 dataset. Energies are from ωB97M-V/def2-TZVPD.

Charge = +1
Multiplicity = 1
Frontier orbital gap = 7.75 eV
Molar mass = 550.12 g/mol
HOMO energy = -10.17 eV

XYZ file:
```
84
Properties=species:S:1:pos:R:3:mulliken_charge:R:1
C 7.320 -1.075 1.163 -1.4210
C 6.025 -1.276 0.408 0.9621
C 6.126 -1.391 -1.096 -1.3535
C 4.836 -1.381 1.052 -0.8954
C 3.501 -1.633 0.401 -0.0166
C 2.447 -2.133 1.385 -1.5897
C 1.173 -2.679 0.714 1.6646
C 1.250 -4.204 0.636 -1.7772
C -0.092 -2.260 1.475 -1.9166
C -1.425 -2.644 0.842 -0.7641
C -2.040 -1.818 -0.337 0.0361
C -3.536 -2.054 -0.334 -0.9281
C -3.980 -3.506 -0.358 -0.9918
N -5.415 -3.539 -0.628 -0.5336
N -4.144 -1.407 0.894 0.3168
C -3.415 -0.188 1.412 -2.1364
C -2.713 0.526 0.256 1.3673
C -3.840 1.187 -0.614 -2.1491
C -3.565 1.520 -2.076 0.8117
C -4.567 2.523 -2.625 -1.5340
Cl -3.662 0.030 -3.076 -0.1917
P -1.935 1.967 1.134 0.8439
O -2.826 2.404 2.240 -0.7811
O -0.465 1.537 1.527 -0.3873
O -1.735 3.099 0.022 -0.4371
N -1.813 -0.379 -0.442 1.1450
C -0.597 0.129 -1.067 -0.7630
C -0.230 -0.522 -2.395 -0.9125
N 1.120 -0.083 -2.756 -0.5234
H 7.170 -0.424 2.025 0.3529
H 8.095 -0.634 0.536 0.3802
H 7.709 -2.029 1.534 0.2703
H 6.106 -2.438 -1.419 0.2856
H 5.297 -0.880 -1.591 0.3146
H 7.057 -0.956 -1.461 0.4004
H 4.817 -1.267 2.139 0.3108
H 3.617 -2.360 -0.408 0.3734
H 3.134 -0.710 -0.066 0.2115
H 2.188 -1.315 2.069 0.4948
H 2.889 -2.918 2.008 0.4185
H 1.162 -2.309 -0.315 -0.3342
H 1.298 -4.636 1.638 0.4008
H 2.154 -4.506 0.099 0.3971
H 0.409 -4.649 0.099 0.4506
H -0.071 -1.200 1.724 0.2485
H -0.055 -2.793 2.434 0.6766
H -2.160 -2.685 1.657 0.5263
H -1.339 -3.681 0.499 0.4091
H -1.727 -2.281 -1.277 0.7867
H -3.995 -1.551 -1.187 0.0843
H -3.820 -3.948 0.630 0.4043
H -3.352 -4.063 -1.061 0.3993
H -5.618 -3.046 -1.489 0.1988
H -5.748 -4.483 -0.765 0.2940
H -4.233 -2.104 1.630 0.5632
H -5.100 -1.144 0.667 0.5485
H -2.724 -0.508 2.192 0.3870
H -4.157 0.479 1.849 0.4370
H -4.735 0.554 -0.613 0.6221
H -4.127 2.116 -0.111 0.7225
H -2.557 1.914 -2.195 0.1041
H -4.505 3.453 -2.053 0.3772
H -5.585 2.139 -2.542 0.3493
H -4.360 2.743 -3.670 0.4100
H 0.225 2.162 1.271 0.2299
H -2.216 3.873 0.343 0.3236
H 0.273 0.071 -0.410 0.1673
H -0.753 1.193 -1.273 0.8230
H -0.194 -1.607 -2.287 0.2080
H -0.984 -0.270 -3.145 0.3758
H 1.318 -0.271 -3.727 0.2631
H 1.227 0.914 -2.621 0.1925
F 2.412 2.779 0.641 -0.2366
C 2.319 4.127 0.773 0.4431
C 1.493 4.798 -0.099 -0.1968
C 1.343 6.169 0.050 -0.4662
C 2.041 6.838 1.045 -0.5952
C 2.876 6.132 1.903 -0.2825
C 3.019 4.757 1.780 -0.7337
H 0.972 4.245 -0.871 0.4644
H 0.685 6.713 -0.615 0.3908
H 1.933 7.908 1.156 0.3900
H 3.418 6.653 2.679 0.3786
H 3.654 4.184 2.441 0.4406
```



No. 4
Here is a cluster of 7 separate species, C34H66Cl2F3N14O8 in total from the Open Molecules 2025 dataset. Energies are from ωB97M-V/def2-TZVPD.

Charge = +1
Multiplicity = 1
Frontier orbital gap = 7.33 eV
Molar mass = 926.89 g/mol
HOMO energy = -10.72 eV

XYZ file:
```
127
Properties=species:S:1:pos:R:3:mulliken_charge:R:1
C -4.853 -0.697 -2.001 -1.2126
C -3.878 0.026 -2.648 -0.5528
C -2.413 0.152 -2.263 0.6264
C -1.628 0.805 -3.406 0.0715
C -2.191 2.129 -3.957 -1.2665
C -1.101 3.195 -4.170 -0.8709
O -1.249 4.312 -3.312 -0.3642
C -2.105 5.298 -3.862 -0.7725
C -1.900 -1.352 -2.228 -0.0506
C -2.407 -2.319 -3.304 -1.9924
C -1.246 -3.179 -3.816 0.5571
C -0.298 -2.410 -4.736 -1.1065
Cl -1.883 -4.592 -4.717 -0.2375
C -2.120 -1.780 -0.799 0.4583
C -2.218 -3.208 -0.389 -0.6145
Cl -3.634 -3.496 0.656 -0.0876
C -0.907 -3.648 0.296 -0.2907
C -0.955 -5.152 0.621 -1.3650
N -2.222 -0.745 -0.042 1.0875
N -2.466 -0.761 1.309 -1.2265
C -2.041 0.511 -0.802 2.1234
C -0.547 0.919 -0.643 -2.4179
O -0.095 0.551 0.649 0.9179
C 1.148 1.109 0.959 -0.4507
C 2.258 0.771 0.201 -0.7461
C 3.515 1.309 0.446 0.7775
C 4.719 0.965 -0.393 -1.6291
C 3.629 2.203 1.509 -1.7232
C 2.521 2.512 2.286 -0.7397
C 1.260 1.985 2.035 0.7917
C 0.060 2.335 2.894 2.4297
C -0.561 1.089 3.571 -1.5031
C 0.369 3.378 3.958 -2.6258
C -2.871 1.682 -0.234 0.0380
F -4.167 1.373 -0.109 -0.3013
F -2.729 2.748 -1.015 -0.1935
F -2.449 2.030 1.000 -0.1110
H -5.276 -0.409 -1.045 0.2386
H -5.246 -1.590 -2.485 0.3033
H -4.175 0.532 -3.568 0.5065
H -0.580 0.967 -3.161 0.3124
H -1.634 0.106 -4.243 -0.3774
H -2.584 1.916 -4.949 0.7219
H -3.022 2.531 -3.377 0.8341
H -1.127 3.519 -5.214 0.3333
H -0.102 2.786 -4.011 0.3922
H -1.604 5.872 -4.646 0.2975
H -2.984 4.824 -4.314 0.3456
H -2.426 5.939 -3.046 0.2663
H -0.806 -1.310 -2.322 0.1243
H -2.787 -1.777 -4.168 0.5839
H -3.182 -2.972 -2.907 0.8798
H -0.660 -3.542 -2.969 0.1743
H -0.844 -1.698 -5.354 0.1625
H 0.332 -3.076 -5.315 0.5048
H 0.377 -1.816 -4.112 0.2703
H -2.349 -3.859 -1.247 0.4959
H -0.749 -3.095 1.221 0.1699
H -0.095 -3.438 -0.403 0.5014
H -1.325 -5.329 1.625 0.3914
H 0.016 -5.610 0.449 0.3696
H -1.647 -5.638 -0.070 0.2962
H -2.070 0.068 1.744 -0.3384
H -2.042 -1.570 1.744 0.4552
H 0.030 0.365 -1.383 0.6406
H -0.397 1.986 -0.810 0.7150
H 2.148 0.058 -0.611 0.4654
H 5.282 0.166 0.075 0.2608
H 4.443 0.709 -1.414 0.3760
H 5.349 1.850 -0.444 0.3974
H 4.599 2.639 1.710 0.4827
H 2.689 3.185 3.114 0.3655
H -0.710 2.765 2.253 0.1792
H -0.193 0.970 4.590 0.6057
H -0.335 0.163 3.040 0.0931
H -1.647 1.194 3.632 0.1677
H 0.798 4.269 3.500 0.6173
H -0.516 3.693 4.509 0.4792
H 1.120 3.034 4.670 0.3295
C 3.570 -0.706 5.313 0.6213
O 2.602 -1.403 5.586 -0.7393
N 4.641 -0.564 6.147 -0.3767
N 3.622 -0.017 4.141 -0.1047
H 5.435 0.008 5.934 0.1583
H 4.619 -1.064 7.015 0.2247
H 2.826 -0.097 3.535 0.0021
H 4.382 0.576 3.864 0.1813
C -1.904 0.334 -7.554 0.7009
O -1.478 1.111 -6.710 -0.5294
N -1.234 0.075 -8.709 -0.5036
N -3.089 -0.334 -7.397 -0.3457
H -1.565 -0.556 -9.414 0.1466
H -0.364 0.553 -8.852 0.2183
H -3.612 -0.157 -6.561 0.1973
H -3.459 -0.973 -8.076 0.1812
C -0.683 -0.433 7.623 0.6428
O -1.582 -0.298 6.805 -0.6402
N 0.525 -0.967 7.297 -0.2648
N -0.831 -0.050 8.931 -0.3929
H 1.279 -1.082 7.944 0.1478
H 0.669 -1.253 6.347 0.2235
H -1.712 0.347 9.196 0.2242
H -0.112 -0.149 9.621 0.1529
C -3.652 -8.745 -4.332 0.5804
O -3.976 -9.904 -4.488 -0.6277
N -2.731 -8.356 -3.392 -0.2991
N -4.176 -7.722 -5.079 -0.2940
H -2.449 -7.404 -3.254 0.1477
H -2.324 -9.076 -2.826 0.1897
H -4.850 -7.964 -5.780 0.1939
H -3.917 -6.762 -4.958 0.1323
C 8.514 -0.115 0.605 0.6276
O 7.648 0.381 -0.096 -0.5853
N 9.839 0.165 0.437 -0.4351
N 8.227 -0.992 1.617 -0.3407
H 10.567 -0.231 1.000 0.1550
H 10.083 0.803 -0.297 0.2193
H 7.264 -1.224 1.766 0.1958
H 8.925 -1.412 2.201 0.1741
C 1.205 6.759 5.979 0.6334
O 1.671 6.129 5.045 -0.5947
N 1.914 7.727 6.635 -0.4311
N -0.063 6.549 6.446 -0.3381
H 1.551 8.257 7.404 0.1522
H 2.847 7.907 6.315 0.2163
H -0.609 5.845 5.987 0.2120
H -0.464 7.055 7.212 0.1730
```